C2H3NS2 | ωB97M-V/def2-TZVPD

```
! RIJCOSX wB97M-V def2-TZVPD def2/J DEFGRID3
* xyz 0 1
C 0.178 -0.730 1.402
H -0.936 0.559 -1.335
S -0.025 0.558 2.511
C -0.184 0.697 -0.472
H 0.694 1.283 -0.912
H 0.452 -1.682 1.823
S -0.337 1.958 0.978
N 0.130 -0.598 0.131
*
```

- orbital gap (eV) = 8.533
- structure (SMILES) = C1=NCSS1
- energy (eV) = -25282.0347

Taken from the Löwdin analysis, the atomic charges in e are:
1 C -0.6270
2 H 0.1026
3 S 0.5413
4 C -0.4850
5 H 0.0599
6 H 0.0681
7 S 0.4397
8 N -0.0996

=====

C17H17ClN4O3 | ωB97M-V/def2-TZVPD

```
! RIJCOSX wB97M-V def2-TZVPD def2/J DEFGRID3
* xyz 0 1
C 1.271 -3.649 3.389
N -0.431 -1.195 -1.858
C 0.188 -0.335 -2.603
H -0.984 4.658 -2.260
H -1.536 0.209 -3.686
H -1.719 3.268 2.381
O -0.894 3.005 -3.372
C -0.354 0.634 -3.414
Cl -2.279 6.118 2.578
C -0.810 -3.158 1.524
H 1.717 0.519 -1.310
C -1.268 -4.187 2.684
H 1.967 -4.104 3.726
C 2.949 -1.476 1.050
H -1.615 -2.847 0.893
O 2.625 -2.227 1.975
H -0.185 -5.069 4.184
H 2.664 -2.132 0.004
H -0.810 1.004 -0.914
C -1.150 3.140 -0.758
C 1.777 -0.034 -2.159
N -0.940 1.917 -1.423
C -0.102 -4.406 3.498
H 2.519 -0.374 1.140
N 0.097 -2.138 -1.072
H 3.934 -1.354 1.241
N -1.439 2.606 0.576
C -1.727 5.271 -0.256
C 1.366 -2.765 2.184
C -1.500 4.231 -1.135
C -1.938 4.752 1.098
H 2.097 0.518 -2.926
C 0.401 -2.561 1.299
H -1.845 6.418 -0.462
H -2.329 -4.618 2.665
C 0.270 -1.479 0.250
C -0.825 1.881 -2.795
H 2.208 -0.981 -1.956
H 0.160 0.769 -4.465
C -1.557 3.575 1.546
H -0.453 -2.991 -1.235
O 0.477 -0.411 0.173
*
```

- orbital gap (eV) = 8.498
- structure (SMILES) = COc1ccccc1C(=O)N/N=C(\C)CC(=O)Nc1ccc(Cl)cn1
- energy (eV) = -42515.4360

Taken from the Löwdin analysis, the atomic charges in e are:
1 C 0.1380
2 N 0.0167
3 C -0.2839
4 H 0.2207
5 H 0.2159
6 H 0.0157
7 O -0.0172
8 C -0.1060
9 Cl 0.3444
10 C 0.0230
11 H 0.0284
12 C 0.0168
13 H -0.0205
14 C -0.2039
15 H 0.0901
16 O -0.0636
17 H 0.0070
18 H 0.1753
19 H 0.1342
20 C -0.2921
21 C 0.0539
22 N 0.1426
23 C -0.0242
24 H 0.1476
25 N 0.0474
26 H 0.0651
27 N 0.1726
28 C -0.0147
29 C -0.1553
30 C -0.1095
31 C -0.3766
32 H 0.0250
33 C -0.1394
34 H 0.1517
35 H 0.1104
36 C -0.4787
37 C -0.4273
38 H 0.0526
39 H 0.1818
40 C -0.1550
41 H 0.1413
42 O 0.1497

=====

Let's list energy above the lowest of the compared OMol25 structures with the same formula, charge and spin in order: 12.3; 368.7 kcal/mol.